# C32H71AsBrMgN4O8SSi4

A molecular structure, C32H71AsBrMgN4O8SSi4 (ωB97M-V with the def2-TZVPD basis set, the Open Molecules 2025 dataset).

```
123
Properties=species:S:1:pos:R:3:mulliken_charge:R:1
Mg 0.71 -0.59 -0.37 1.32
O -0.40 3.19 -0.17 -0.71
S 0.36 1.98 0.09 -0.14
O 1.38 2.15 1.13 -0.37
O -0.53 0.81 0.50 -0.13
O 1.01 1.44 -1.17 -0.55
O -3.67 -4.90 -1.01 -0.48
C -2.65 -4.92 -0.09 0.55
O -2.30 -5.95 0.39 -0.55
C -2.13 -3.57 0.25 -0.15
C -2.85 -2.55 0.84 -0.43
N -2.00 -1.53 1.05 0.01
N -0.78 -1.83 0.60 -0.39
C -0.82 -3.05 0.12 0.57
C 0.42 -3.48 -0.64 0.25
O 0.41 -4.53 -1.26 -0.80
O 1.35 -2.60 -0.57 -0.80
H -3.73 -4.00 -1.36 0.40
H -3.88 -2.50 1.14 0.53
H -2.17 -0.58 1.32 0.26
C -5.46 3.69 2.33 -1.71
C -4.71 2.61 1.53 2.89
C -5.44 1.28 1.78 -2.33
C -3.29 2.46 2.09 -2.27
Si -4.66 3.04 -0.33 -0.72
Br -3.35 1.40 -1.23 -0.29
C -3.90 4.76 -0.73 3.17
C -4.99 5.85 -0.77 -2.10
C -3.16 4.71 -2.07 -1.78
C -2.86 5.22 0.30 -1.93
C -6.34 2.75 -1.25 2.52
C -7.50 3.52 -0.61 -1.79
C -6.20 3.18 -2.72 -1.94
C -6.76 1.27 -1.29 -1.90
H -5.46 3.42 3.39 0.52
H -6.50 3.80 2.02 0.30
H -4.98 4.67 2.25 0.26
H -5.29 0.99 2.83 0.62
H -5.05 0.47 1.15 0.35
H -6.51 1.35 1.61 0.36
H -3.36 2.10 3.13 0.58
H -2.73 3.39 2.11 0.31
H -2.68 1.75 1.53 0.20
H -5.73 5.71 -1.56 0.34
H -4.49 6.81 -0.96 0.55
H -5.51 5.94 0.18 0.36
H -3.77 4.31 -2.89 0.28
H -2.26 4.10 -1.98 0.11
H -2.86 5.72 -2.34 0.57
H -3.28 5.38 1.29 0.28
H -2.48 6.19 -0.04 0.64
H -2.01 4.54 0.36 0.20
H -7.30 4.59 -0.48 0.27
H -7.75 3.11 0.37 0.33
H -8.38 3.43 -1.24 0.52
H -6.00 4.24 -2.85 0.32
H -7.14 2.96 -3.24 0.61
H -5.41 2.62 -3.22 0.25
H -6.96 0.85 -0.31 0.33
H -6.01 0.65 -1.78 0.24
H -7.69 1.20 -1.87 0.55
C -0.92 2.08 -3.85 0.52
C -1.27 0.76 -4.51 -1.53
N -0.15 -0.16 -4.60 0.23
C 0.53 -0.23 -5.89 -0.75
C 1.30 1.03 -6.25 -0.98
C 0.29 -0.83 -3.50 0.82
C 1.54 -1.65 -3.60 -0.43
N -0.29 -0.80 -2.35 -0.44
H -1.83 2.67 -3.70 -0.20
H -0.24 2.66 -4.46 0.44
H -0.45 1.93 -2.87 -0.31
H -1.63 0.92 -5.53 0.46
H -2.09 0.27 -3.98 0.35
H -0.23 -0.44 -6.66 0.40
H 1.20 -1.08 -5.89 0.38
H 0.64 1.87 -6.43 0.31
H 1.89 0.86 -7.15 0.43
H 1.98 1.31 -5.44 0.16
H 1.40 -2.49 -4.29 0.62
H 1.75 -2.07 -2.63 -0.93
H 2.38 -1.06 -3.95 0.35
H -1.12 -0.21 -2.35 -0.64
C 4.02 2.27 2.71 -0.94
Si 3.79 0.43 2.47 0.80
C 2.30 -0.16 3.43 -0.95
C 5.33 -0.38 3.18 -1.15
As 3.29 -0.16 0.25 0.58
Si 4.25 1.60 -1.02 0.69
C 3.68 3.35 -0.74 -1.00
C 6.11 1.62 -0.73 -1.22
C 3.96 1.17 -2.82 -0.41
Si 4.82 -1.93 -0.08 1.21
C 4.22 -3.32 1.03 -0.96
C 4.72 -2.58 -1.83 -1.18
C 6.65 -1.65 0.31 -1.32
H 3.96 2.48 3.78 0.47
H 3.23 2.82 2.20 0.08
H 4.98 2.61 2.34 0.25
H 2.44 -0.04 4.50 0.46
H 2.11 -1.21 3.22 0.26
H 1.43 0.41 3.11 0.07
H 5.35 -0.13 4.25 0.37
H 6.24 -0.01 2.73 0.28
H 5.33 -1.47 3.10 0.24
H 3.98 3.72 0.24 0.27
H 2.60 3.47 -0.82 0.08
H 4.17 3.95 -1.51 0.51
H 6.37 1.54 0.33 0.20
H 6.53 2.56 -1.10 0.43
H 6.61 0.80 -1.25 0.33
H 2.89 1.09 -3.01 -0.68
H 4.44 0.23 -3.10 0.33
H 4.37 1.97 -3.45 0.56
H 3.17 -3.50 0.84 -0.02
H 4.35 -3.10 2.09 0.26
H 4.77 -4.24 0.80 0.40
H 3.73 -2.98 -2.02 0.12
H 5.45 -3.39 -1.93 0.46
H 4.95 -1.83 -2.59 0.35
H 6.93 -2.28 1.16 0.39
H 6.93 -0.63 0.56 0.27
H 7.25 -1.95 -0.55 0.42
```

## Properties
- LUMO energy: 2.146 eV
- Frontier orbital gap: 8.11 eV
- Net charge: -1
- HOMO energy: -6.0 eV

***

# C28H42BrCeN3P2

A molecular structure, C28H42BrCeN3P2 (ωB97M-V with the def2-TZVPD basis set, the Open Molecules 2025 dataset).

```
77
Properties=species:S:1:pos:R:3:mulliken_charge:R:1
C 1.90 3.96 -0.02 -0.46
C 0.93 3.27 -0.75 0.78
C 1.04 3.21 -2.15 -0.25
C 2.14 3.82 -2.76 -0.60
N 3.08 4.45 -2.05 -0.41
C 2.97 4.55 -0.72 -0.44
C -0.15 2.62 -0.08 0.13
C -1.37 2.46 0.21 0.75
C -2.64 2.53 0.83 -0.38
C -3.22 1.42 1.50 0.26
C -4.52 1.51 2.01 -1.09
C -5.17 2.73 1.91 -0.12
C -4.62 3.87 1.30 -0.62
C -3.33 3.76 0.78 -0.89
Ce -0.45 0.58 1.53 1.03
P 2.31 -0.33 0.14 0.78
H 0.29 2.68 -2.75 0.60
H 1.84 4.02 1.06 0.54
H 2.25 3.80 -3.85 0.42
H 3.74 5.10 -0.17 0.42
H -2.83 4.61 0.32 0.58
H -2.73 0.41 1.57 0.69
H -5.17 4.80 1.21 0.53
H -4.99 0.62 2.44 0.58
C 2.97 -2.05 0.44 -0.80
C 4.11 -2.61 -0.40 -1.43
H 2.09 -2.70 0.33 0.47
H 3.24 -2.08 1.51 0.66
H 4.30 -3.65 -0.08 0.43
H 3.89 -2.64 -1.47 0.31
H 5.06 -2.08 -0.25 0.28
C 2.65 -0.10 -1.67 -0.28
C 4.03 0.34 -2.15 -1.62
H 1.91 0.66 -1.99 0.17
H 2.37 -1.04 -2.17 0.59
H 4.01 0.42 -3.24 0.45
H 4.33 1.32 -1.76 0.31
H 4.83 -0.38 -1.92 0.30
C 3.57 0.76 0.94 -0.34
C 5.02 0.28 1.04 -1.46
H 3.19 0.95 1.95 0.62
H 3.53 1.72 0.40 0.09
H 5.59 1.04 1.59 0.44
H 5.12 -0.66 1.60 0.34
H 5.52 0.16 0.07 0.27
Br -6.93 2.83 2.63 0.01
P -1.36 -1.28 -0.74 1.03
C -0.41 -2.28 -1.94 -0.36
C -1.07 -3.52 -2.53 -1.49
H 0.51 -2.58 -1.40 0.27
H -0.07 -1.62 -2.74 0.47
H -0.36 -4.04 -3.18 0.44
H -1.38 -4.23 -1.76 0.34
H -1.94 -3.28 -3.15 0.30
C -2.46 -2.47 0.15 -0.62
C -3.78 -2.86 -0.51 -1.42
H -2.67 -2.03 1.14 0.34
H -1.87 -3.37 0.35 0.54
H -4.34 -3.51 0.16 0.44
H -4.42 -1.99 -0.71 0.33
H -3.65 -3.41 -1.44 0.28
C -2.47 -0.20 -1.75 -0.32
C -2.96 -0.72 -3.09 -1.46
H -1.91 0.74 -1.90 0.21
H -3.33 0.09 -1.13 0.35
H -3.56 0.05 -3.59 0.45
H -2.13 -0.97 -3.77 0.36
H -3.60 -1.60 -3.00 0.30
N -0.01 -2.33 3.57 -0.11
C -0.44 -2.64 4.81 -0.28
C -1.23 -1.58 5.24 -0.72
C -1.24 -0.64 4.21 -0.33
N -0.48 -1.11 3.16 0.36
H 0.60 -2.87 2.98 0.13
H -0.19 -3.56 5.31 0.50
H -1.75 -1.49 6.17 0.49
H -1.71 0.33 4.15 0.54
```

## Properties
- LUMO energy (alpha / beta): -15.287 / -15.300 eV
- Frontier orbital gap (alpha / beta): 4.20 / 4.19 eV
- Net charge: +4
- HOMO energy (alpha / beta): -19.5 / -19.5 eV

***

Sequential DFT total energy output: -8649.41843; -4986.55990 Eh